A cluster of 2 separate species, C3H3F2I in total in a non-equilibrium geometry, computed with ωB97M-V with the def2-TZVPD basis set.

Values from the calculation:
- maximum force (Eh/bohr) = 0.06821
- net charge = 0
- frontier orbital gap (spin up / spin down) (eV) = 8.9 / 7.7
- electronic energy (Ha) = -613.310946
- HOMO (spin up / spin down) (eV) = -9.82 / -8.87
- energy above the lowest of the compared OMol25 structures with the same formula, charge and spin (kcal per mole) = 124.9

Last column: Löwdin charge in e.
Geometry (Å):
H: -0.206 -1.588 -1.206  -0.078
C: -1.121 -1.193 -0.938  -0.562
H: -1.667 -0.862 -1.843  -0.036
C: 0.579 1.630 2.010  -0.111
F: -0.476 -0.408 2.575  0.079
C: -0.299 0.704 1.944  -0.055
I: -2.361 -2.375 0.228  0.722
H: 0.813 2.382 1.327  0.087
F: 1.530 1.682 3.062  -0.045